Density functional theory data (ωB97M-V/def2-TZVPD) for C26H24AsBaO6P as an isolated structure at a distorted geometry.

Geometry as XYZ:
```
59
Properties=species:S:1:pos:R:3:forces:R:3:lowdin_charge:R:1
Ba 0.633918 0.295105 1.627608 2.3024 -1.5312 -1.3040 2.10
O -0.716781 4.731559 4.871281 0.1168 -0.0758 0.1316 0.16
C -0.358500 3.816232 4.184882 -0.0462 0.1797 0.0494 -0.24
C 0.767678 3.756405 3.162918 0.3709 0.2388 -0.0140 -0.28
O 1.834710 4.321369 3.224034 -0.1544 0.1410 -0.0500 0.13
C 0.335780 2.753019 2.177900 -0.0820 0.6147 -0.0088 -0.45
C -0.792150 2.053891 2.664285 -0.6078 1.3440 0.4650 -0.47
O -1.327931 1.044652 2.071632 -3.8758 1.1328 1.0261 -0.39
C -0.933847 2.421144 4.075557 -0.1132 -0.5112 0.3044 -0.28
O -1.244733 1.674178 4.990983 -0.3406 0.3090 -0.0269 0.07
O 0.994741 2.371041 1.140328 0.8953 4.5149 -0.9808 -0.41
C -0.846270 -1.318071 4.086653 -0.0072 0.0117 0.0578 -0.21
As 0.735059 -2.224462 3.487608 -0.1240 -1.8511 1.3445 0.95
C 2.040723 -2.136818 4.906564 -0.1654 0.0095 -0.0998 -0.18
C 0.212732 -4.067353 3.235739 0.0378 0.1678 0.0781 -0.19
O 1.360816 -1.654499 2.074885 2.1683 -4.7345 0.8631 -0.91
H -1.227875 -1.880501 4.939531 0.0394 -0.0643 -0.0179 0.06
H -1.598464 -1.301237 3.299361 0.0110 0.0060 -0.0126 0.05
H -0.674849 -0.291809 4.417384 -0.0159 0.0081 -0.0239 0.02
H 1.650252 -2.637880 5.790888 0.0055 0.0063 0.0102 0.05
H 2.245173 -1.094093 5.144532 -0.0325 0.0143 -0.0182 0.05
H 2.958924 -2.617469 4.577219 -0.0229 -0.0310 -0.0419 0.05
H -0.215404 -4.476691 4.149261 0.0020 0.0143 0.0082 0.04
H 1.076701 -4.653401 2.930906 0.0429 0.0464 0.0188 0.04
H -0.528920 -4.091366 2.438618 -0.0100 0.0252 0.0051 0.05
C -2.635854 3.457868 -3.060423 -0.0042 0.0407 0.0274 -0.08
C -1.973119 3.678030 -1.863835 -0.0263 0.0463 -0.0195 -0.07
C -1.178839 2.681338 -1.312734 0.0225 -0.1273 0.0165 -0.07
C -1.041844 1.456513 -1.960168 -0.0835 -0.0807 -0.0654 -0.34
C -1.709923 1.242889 -3.167430 -0.0091 0.0854 0.0635 -0.10
C -2.503706 2.238644 -3.711568 0.0023 -0.0819 -0.0528 -0.08
P 0.098712 0.209474 -1.245364 -0.3345 0.2651 -1.8566 1.00
C -0.678755 -1.373803 -1.722732 0.0273 -0.0359 0.0353 -0.38
C 0.100766 -2.474267 -2.079913 -0.0671 0.0620 0.0318 -0.10
C -0.496249 -3.693324 -2.364178 0.0329 -0.0410 0.0432 -0.08
C -1.873759 -3.832108 -2.275153 -0.0168 -0.0391 -0.0323 -0.09
C -2.652445 -2.755150 -1.876424 -0.0316 -0.0118 0.0581 -0.08
C -2.059328 -1.534302 -1.593148 0.0902 0.0034 0.0064 -0.10
C 1.503809 0.380135 -2.411517 -0.0242 -0.1216 -0.0159 -0.35
C 2.634086 1.057952 -1.960410 -0.1590 -0.0787 0.0496 -0.09
C 3.704886 1.282059 -2.814058 0.0876 0.0462 -0.0239 -0.08
C 3.655820 0.826193 -4.121841 0.0157 0.0072 0.0135 -0.08
C 2.530656 0.153427 -4.580566 -0.0573 -0.0319 -0.0214 -0.08
C 1.457389 -0.064787 -3.732596 0.0949 0.0267 0.0279 -0.09
H -3.257355 4.234028 -3.488692 0.0041 0.0002 0.0096 0.10
H -2.075616 4.627742 -1.354835 0.0150 -0.0115 0.0144 0.11
H -0.649521 2.845545 -0.384309 -0.0035 0.0632 0.0232 0.08
H -1.618567 0.294159 -3.679930 -0.0019 -0.0202 -0.0200 0.10
H -3.019772 2.062388 -4.647224 0.0023 0.0089 0.0083 0.10
H 1.176524 -2.366698 -2.141070 0.0154 -0.0483 -0.0562 0.11
H 0.115126 -4.539749 -2.650926 0.0069 0.0206 -0.0229 0.10
H -2.340251 -4.778278 -2.518176 0.0051 -0.0038 0.0339 0.10
H -3.724925 -2.869300 -1.781444 0.0024 0.0281 -0.0222 0.10
H -2.664212 -0.692736 -1.277993 -0.0600 -0.0136 -0.0371 0.11
H 2.654303 1.428009 -0.940943 0.0781 0.0583 -0.0101 0.09
H 4.577654 1.815824 -2.460659 -0.0152 -0.0023 0.0251 0.11
H 4.492010 0.995665 -4.787939 0.0016 0.0098 0.0102 0.10
H 2.487194 -0.198548 -5.603699 0.0071 0.0077 0.0064 0.10
H 0.583625 -0.587780 -4.098660 -0.0115 -0.0157 -0.0118 0.10
```
Forces are in eV/Å.

Calculated values
Total charge ... 0
HOMO-LUMO gap ... 7.39 eV


Density functional theory data (ωB97M-V/def2-TZVPD) for C26H24AsPSe4Sn as an isolated structure.

Geometry as XYZ:
```
57
Properties=species:S:1:pos:R:3:forces:R:3:lowdin_charge:R:1
Sn -0.388323 -0.374472 -0.347855 0.0973 -0.1062 -0.0698 0.36
Se -1.583254 0.296257 -2.552652 -0.0899 -0.0435 -0.0045 -0.13
Se -3.321197 -1.287934 -2.716961 -0.0680 0.2175 0.0195 -0.08
Se -2.169709 -3.149686 -2.045583 0.0822 -0.1156 0.0554 -0.09
Se -1.737226 -2.554245 0.173536 -0.0309 0.0476 0.0418 -0.14
C -2.869014 2.103677 2.506008 0.1753 -0.0817 -0.0283 -0.39
C -2.478154 3.285370 3.382847 0.0423 -0.0784 -0.0318 -0.45
As -4.068851 4.099528 4.217243 -0.0474 0.0103 -0.0191 1.29
C -4.941980 4.529246 2.519357 -0.0398 0.0798 -0.0407 -0.43
C -4.312024 5.303502 1.545028 -0.0750 -0.0070 -0.0159 -0.11
C -4.929721 5.534526 0.324257 -0.0119 -0.0235 0.0485 -0.09
C -6.186607 4.996685 0.065933 0.0276 -0.0051 0.0262 -0.09
C -6.824224 4.233905 1.032812 0.0291 -0.0021 0.0170 -0.09
C -6.201955 4.001706 2.255929 0.0387 0.0315 -0.0557 -0.13
C -3.315783 5.869815 4.553388 -0.0643 0.0753 0.0483 -0.43
C -4.212194 6.921691 4.746026 0.1004 0.0159 -0.0079 -0.13
C -3.752340 8.204082 5.001947 0.0278 -0.0153 0.0004 -0.09
C -2.385906 8.450023 5.081406 -0.0229 -0.0265 -0.0057 -0.09
C -1.488623 7.408250 4.906353 -0.0262 -0.0295 0.0037 -0.09
C -1.951580 6.122126 4.645190 -0.0263 0.0321 0.0179 -0.12
P -1.432925 1.402328 1.567098 0.1023 0.0925 -0.0027 0.90
C -0.334461 0.851203 2.921171 -0.0585 0.0048 0.0213 -0.40
C 0.917959 1.329877 3.296437 -0.1339 -0.0074 0.0772 -0.08
C 1.623352 0.724559 4.329391 -0.0039 0.0053 -0.0108 -0.07
C 1.090489 -0.362916 5.001473 -0.0115 -0.0245 0.0045 -0.08
C -0.156899 -0.852698 4.636676 -0.0238 0.0194 -0.0161 -0.07
C -0.856555 -0.256919 3.599634 0.0818 -0.0066 0.0053 -0.12
C -0.852786 2.878036 0.661006 -0.0330 0.0250 0.0352 -0.41
C 0.417512 3.450495 0.650419 -0.1232 0.0216 -0.0406 -0.08
C 0.695772 4.534383 -0.173791 -0.0014 -0.0250 0.0111 -0.07
C -0.284398 5.054383 -1.002889 -0.0344 0.0012 -0.0244 -0.08
C -1.549362 4.480539 -1.015917 0.0194 -0.0204 0.0162 -0.07
C -1.827059 3.396426 -0.199854 0.0525 0.0647 -0.0009 -0.13
H -3.616800 2.392001 1.767210 -0.0493 -0.0313 -0.0121 0.06
H -3.293326 1.291904 3.098280 -0.0435 -0.0499 -0.0185 0.08
H -1.978720 4.055025 2.793331 0.0204 -0.0107 -0.0501 0.05
H -1.796304 2.966417 4.172369 0.0262 -0.0141 0.0215 0.07
H -3.336016 5.734577 1.741038 -0.0023 -0.0006 -0.0028 0.11
H -4.431647 6.137690 -0.425630 -0.0152 -0.0107 0.0158 0.10
H -6.666935 5.174569 -0.888027 0.0034 0.0057 0.0149 0.10
H -7.804982 3.818240 0.837489 0.0212 0.0028 0.0039 0.10
H -6.700088 3.403833 3.009780 -0.0201 -0.0173 0.0029 0.09
H -5.278715 6.737662 4.683487 -0.0213 0.0103 -0.0062 0.10
H -4.458919 9.013232 5.140701 0.0149 -0.0172 -0.0030 0.10
H -2.023990 9.450136 5.282629 -0.0079 -0.0044 -0.0048 0.10
H -0.423210 7.592022 4.970747 -0.0139 -0.0016 0.0043 0.10
H -1.235281 5.320659 4.515278 0.0212 0.0094 -0.0080 0.09
H 1.353558 2.181365 2.805640 0.0416 0.0400 0.0359 0.07
H 2.596035 1.110618 4.607855 -0.0192 -0.0070 -0.0147 0.11
H 1.647705 -0.834628 5.800749 -0.0189 0.0156 -0.0041 0.11
H -0.582202 -1.703933 5.153556 0.0172 0.0137 -0.0320 0.11
H -1.816176 -0.668099 3.300376 0.0106 -0.0109 0.0114 0.10
H 1.203620 3.062288 1.272072 0.0826 -0.0174 -0.0373 0.07
H 1.687965 4.968165 -0.167621 -0.0180 -0.0188 0.0028 0.11
H -0.060269 5.893143 -1.649943 -0.0121 -0.0084 0.0241 0.11
H -2.318876 4.867061 -1.672717 0.0226 -0.0257 0.0116 0.11
H -2.809843 2.940573 -0.244777 0.0095 0.0220 -0.0304 0.10
```
Forces are in eV/Å.

Calculated values
Total charge ... 0
HOMO-LUMO gap ... 7.39 eV


Computed ΔE to the lowest compared entry with this formula, charge and spin (kcal per mole) in order:
100.02; 0.00